[1]
Formula: C18H25N6OS
Source: the OMol25 dataset
Level of theory: ωB97M-V with the def2-TZVPD basis set

Summary:
HOMO-LUMO gap	6.66	eV
SMILES	[H]/N=C(\N)NCCCC[C@H]1C[C@@H](N=C=O)[C@H](N=C=S)[N@@H+](c2ccccc2)C1
LUMO level	-4.535	eV
molecular weight	373.5	g mol⁻¹

```
! RIJCOSX wB97M-V def2-TZVPD def2/J DEFGRID3
* xyz 1 1
N 5.392 -1.098 2.030
C 5.198 -1.048 0.643
N 5.150 -2.434 -0.033
N 5.104 0.269 -0.093
C 3.648 0.652 -0.394
C 3.473 2.202 0.114
C 2.299 3.056 -0.648
C 1.121 2.154 -1.345
C 0.158 1.343 -0.296
C -0.314 2.200 1.022
C -1.550 1.374 1.730
N -2.867 2.125 1.490
C -3.729 1.942 2.564
O -4.764 1.519 3.340
C -1.626 -0.217 1.332
N -0.503 -1.054 1.979
C -0.949 -2.371 2.146
S -1.534 -3.926 1.647
N -1.605 -0.481 -0.178
C -2.850 -1.190 -0.672
C -4.401 -0.789 -0.313
C -5.675 -1.679 -0.881
C -5.456 -3.027 -1.840
C -3.906 -3.407 -2.219
C -2.620 -2.522 -1.657
C -1.253 0.774 -0.992
H 5.462 -2.111 2.334
H 5.909 -3.055 0.375
H 5.393 -2.353 -1.046
H 5.667 0.188 -0.968
H 3.513 0.493 -1.552
H 2.987 -0.058 0.270
H 4.502 2.750 -0.145
H 3.405 2.194 1.283
H 1.839 3.791 0.172
H 2.811 3.763 -1.446
H 1.598 1.405 -2.139
H 0.471 2.909 -2.002
H 0.781 0.385 0.051
H -0.629 3.288 0.662
H 0.607 2.251 1.751
H -1.365 1.457 2.907
H -2.627 -0.632 1.834
H -0.797 -1.152 -0.358
H -4.629 0.148 0.388
H -6.812 -1.436 -0.623
H -6.354 -3.678 -2.217
H -3.621 -4.353 -2.879
H -1.501 -2.833 -1.930
H -1.028 0.532 -2.128
H -2.113 1.575 -0.994
*
```

Here are the Mulliken charges for atoms 1 to 8, given in e: N -0.590; C 0.194; N -0.577; N -0.294; C -0.085; C -0.547; C -0.540; C -0.876

=====

[2]
Formula: C3H14NO3S
Source: the OMol25 dataset
Level of theory: ωB97M-V with the def2-TZVPD basis set

Summary:
HOMO-LUMO gap	6.53	eV
LUMO level	3.465	eV
relative energy (zero: lowest compared OMol25 entry of this formula, charge and spin)	1.317	eV
molecular weight	144.2	g mol⁻¹

```
! RIJCOSX wB97M-V def2-TZVPD def2/J DEFGRID3
* xyz -1 1
C 0.624 0.941 -1.731
C -0.428 -0.171 -1.844
C 0.173 -1.539 -1.488
S -0.061 -2.455 0.055
N -1.642 0.148 -1.085
H 1.237 0.963 -2.635
H 1.206 0.739 -0.831
H 0.149 1.911 -1.701
H -0.732 -0.084 -2.933
H -0.132 -2.239 -2.310
H 1.239 -1.447 -1.435
H -2.238 -0.678 -1.055
H -1.348 0.017 -0.091
H 0.541 0.398 2.339
H 1.640 -0.162 1.459
O 1.432 0.601 2.015
H 3.547 2.715 1.139
H 3.298 1.954 2.404
O 3.948 2.566 2.002
H -3.507 1.511 0.546
H -4.633 0.609 1.009
O -4.265 1.482 1.148
*
```

Here are the Mulliken charges for atoms 1 to 8, given in e: C -1.288; C 0.366; C -0.804; S -0.608; N -0.664; H 0.344; H 0.168; H 0.395

=====

[3]
Formula: C5H12N3
Source: the OMol25 dataset
Level of theory: ωB97M-V with the def2-TZVPD basis set

Summary:
HOMO-LUMO gap	8.48	eV
LUMO level	-5.464	eV
relative energy (zero: lowest compared OMol25 entry of this formula, charge and spin)	4.803	eV
molecular weight	114.2	g mol⁻¹

```
! RIJCOSX wB97M-V def2-TZVPD def2/J DEFGRID3
* xyz 1 1
C 1.358 0.751 -0.104
C 0.052 -1.628 -0.418
C -0.752 -0.020 1.317
C -1.052 0.594 -1.176
C -0.311 -0.238 -0.152
N 2.809 -0.818 1.006
N 2.306 0.093 0.373
N 1.413 1.867 -0.829
H 0.803 -2.060 0.157
H 0.480 -1.696 -1.386
H -0.894 -2.252 -0.444
H -1.866 -0.100 1.141
H -0.537 0.925 1.765
H -0.486 -0.753 1.975
H -1.894 -0.011 -1.466
H -1.511 1.473 -0.792
H -0.432 0.835 -2.121
H 2.645 -0.953 2.001
H 0.631 1.974 -1.426
H 2.199 2.386 -0.940
*
```

Here are the Mulliken charges for atoms 1 to 8, given in e: C 0.574; C -1.610; C -1.445; C -1.892; C 1.452; N -0.823; N 0.526; N -0.262

=====

[4]
Formula: C24H64CoF4N2O16S4
Source: the OMol25 dataset
Level of theory: ωB97M-V with the def2-TZVPD basis set

Summary:
HOMO-LUMO gap (alpha / beta)	8.24 / 7.90	eV
LUMO level (alpha / beta)	-1.550 / -1.888	eV
relative energy (zero: lowest compared OMol25 entry of this formula, charge and spin)	4.554	eV
molecular weight	900.0	g mol⁻¹

```
! RIJCOSX wB97M-V def2-TZVPD def2/J DEFGRID3
* xyz 0 4
Co 8.337 25.262 -31.476
N 7.965 23.481 -32.041
S 8.743 22.263 -32.707
O 8.472 21.899 -34.100
O 9.365 21.258 -31.888
F 10.035 23.203 -32.942
S 6.586 22.455 -32.021
O 6.504 21.394 -31.062
O 5.802 22.315 -33.224
F 5.661 23.494 -31.288
N 7.530 26.735 -30.490
S 8.183 27.847 -29.340
O 7.940 27.569 -27.954
O 8.435 29.197 -29.719
F 9.678 27.300 -29.461
S 6.126 27.214 -30.089
O 5.640 28.539 -30.451
O 5.499 26.583 -28.968
F 5.427 26.415 -31.323
C 13.041 26.413 -28.274
C 13.578 26.063 -29.693
C 14.878 25.262 -29.543
O 12.599 25.232 -30.247
H 12.105 26.943 -28.449
H 13.777 26.993 -27.716
H 12.938 25.551 -27.615
H 13.742 26.990 -30.243
H 15.714 25.950 -29.412
H 15.087 24.683 -30.443
H 14.905 24.491 -28.773
H 12.537 24.404 -29.764
C 5.252 23.640 -27.646
C 4.282 23.448 -26.487
C 3.191 22.395 -26.587
O 4.830 23.187 -25.232
H 6.069 24.277 -27.308
H 4.911 24.115 -28.566
H 5.660 22.715 -28.054
H 3.770 24.409 -26.434
H 2.468 22.471 -25.775
H 3.700 21.434 -26.649
H 2.661 22.654 -27.504
H 5.161 22.287 -25.191
C 6.036 26.189 -34.941
C 7.352 25.518 -34.547
C 8.348 25.641 -35.618
O 7.794 26.121 -33.367
H 6.165 27.254 -35.135
H 5.329 25.999 -34.133
H 5.564 25.736 -35.813
H 7.148 24.461 -34.376
H 7.921 25.206 -36.522
H 9.248 25.085 -35.357
H 8.651 26.655 -35.877
H 7.862 27.067 -33.519
C 8.677 22.617 -28.289
C 8.935 24.110 -28.413
C 9.767 24.680 -27.235
O 9.589 24.375 -29.664
H 9.588 22.068 -28.049
H 8.165 22.242 -29.174
H 7.960 22.394 -27.499
H 7.950 24.575 -28.371
H 9.410 24.338 -26.263
H 9.740 25.768 -27.184
H 10.801 24.338 -27.273
H 10.401 23.866 -29.607
C 8.285 30.929 -32.644
C 7.399 29.782 -33.272
C 6.399 30.361 -34.324
O 8.197 28.873 -33.990
H 9.092 31.204 -33.324
H 8.834 30.587 -31.766
H 7.713 31.818 -32.376
H 6.911 29.206 -32.485
H 5.811 31.222 -34.006
H 5.737 29.526 -34.553
H 6.815 30.713 -35.268
H 8.475 29.338 -34.782
C 13.078 21.992 -30.624
C 12.068 21.663 -29.551
C 12.445 20.436 -28.724
O 11.975 22.835 -28.713
H 14.012 22.250 -30.126
H 12.755 22.798 -31.283
H 13.304 21.101 -31.210
H 11.071 21.588 -29.986
H 12.130 19.529 -29.240
H 11.796 20.385 -27.850
H 13.505 20.317 -28.502
H 12.690 22.685 -28.090
C 11.028 28.188 -32.101
C 10.801 26.872 -32.831
C 12.116 26.227 -33.300
O 10.309 26.003 -31.823
H 11.328 28.956 -32.814
H 11.832 28.110 -31.369
H 10.110 28.552 -31.640
H 10.142 27.001 -33.689
H 11.912 25.270 -33.780
H 12.883 26.071 -32.540
H 12.574 26.781 -34.119
H 11.103 25.919 -31.290
C 1.860 22.171 -32.852
C 1.995 23.173 -31.723
C 2.844 24.424 -32.164
O 0.689 23.619 -31.377
H 1.143 21.427 -32.506
H 2.805 21.629 -32.893
H 1.523 22.620 -33.787
H 2.442 22.719 -30.838
H 2.304 25.015 -32.904
H 3.839 24.114 -32.483
H 2.996 25.051 -31.286
H 0.214 22.792 -31.271
*
```

Here are the Mulliken charges for atoms 1 to 8, given in e: Co -0.080; N 0.564; S 0.639; O -0.635; O -0.570; F -0.279; S 0.625; O -0.578

=====

[5]
Formula: C2H3F3O
Source: the OMol25 dataset
Level of theory: ωB97M-V with the def2-TZVPD basis set

Summary:
HOMO-LUMO gap	8.91	eV
LUMO level	0.329	eV
relative energy (zero: lowest compared OMol25 entry of this formula, charge and spin)	3.530	eV
molecular weight	100.0	g mol⁻¹

```
! RIJCOSX wB97M-V def2-TZVPD def2/J DEFGRID3
* xyz 0 1
C -0.089 -0.169 0.611
C -2.461 -0.041 0.095
O 0.501 -0.853 -0.354
F -2.706 0.919 -0.900
F -3.318 0.207 1.102
F -2.664 -1.276 -0.270
H -0.119 0.807 0.683
H -0.208 -0.790 1.474
H 0.912 -0.430 -1.088
*
```

Here are the Mulliken charges for atoms 1 to 8, given in e: C -0.433; C 0.416; O -0.406; F -0.236; F -0.244; F -0.183; H 0.449; H 0.301

=====

[6]
Formula: C16H29F8N2O3
Source: the OMol25 dataset
Level of theory: ωB97M-V with the def2-TZVPD basis set

Summary:
HOMO-LUMO gap	8.07	eV
LUMO level	-2.975	eV
molecular weight	449.4	g mol⁻¹

```
! RIJCOSX wB97M-V def2-TZVPD def2/J DEFGRID3
* xyz 1 1
N -0.591 -1.478 -1.084
C 0.821 -1.250 -1.047
N 1.683 -2.489 -1.255
C 1.394 -3.288 -2.493
C 2.528 -3.134 -3.475
O 2.920 -1.782 -3.451
C 3.690 -1.373 -4.562
C 2.864 -0.819 -5.711
F 2.242 -1.837 -6.355
F 3.746 -0.262 -6.577
C 1.832 0.294 -5.345
F 1.833 1.278 -6.275
F 2.251 0.837 -4.156
C 0.372 -0.166 -5.124
F -0.297 0.916 -4.652
F 0.319 -1.111 -4.161
C -0.390 -0.664 -6.386
F 0.306 -0.395 -7.500
F -0.552 -2.010 -6.291
H -0.805 -2.388 -0.693
H -0.929 -1.454 -2.037
H 1.130 -0.490 -1.749
H 1.082 -0.885 -0.058
H 1.554 -3.090 -0.446
H 2.668 -2.219 -1.281
H 1.332 -4.337 -2.230
H 0.447 -3.014 -2.925
H 2.175 -3.488 -4.440
H 3.369 -3.765 -3.180
H 4.434 -0.657 -4.251
H 4.227 -2.228 -4.967
H -1.377 -0.218 -6.442
C -3.463 0.484 1.967
C -3.258 0.471 3.481
C -2.162 -0.572 3.640
O -1.363 -0.503 2.449
C -2.039 0.292 1.468
H -3.922 1.397 1.591
H -4.087 -0.361 1.664
H -2.898 1.443 3.821
H -4.158 0.224 4.042
H -2.580 -1.581 3.719
H -1.528 -0.388 4.507
H -1.520 1.255 1.385
H -1.987 -0.213 0.510
C -0.424 3.283 7.600
C -0.865 4.519 6.821
C -0.948 3.976 5.402
O -1.313 2.596 5.519
C -1.188 2.179 6.883
H -0.653 3.330 8.663
H 0.652 3.133 7.489
H -1.851 4.844 7.160
H -0.181 5.361 6.910
H 0.020 4.038 4.894
H -1.692 4.491 4.793
H -2.191 2.053 7.303
H -0.676 1.217 6.916
*
```

Here are the Mulliken charges for atoms 1 to 8, given in e: N -0.328; C -0.785; N -0.039; C -0.593; C -0.603; O -0.315; C -1.051; C 0.769

=====

[7]
Formula: C6H13IO3
Source: the OMol25 dataset
Level of theory: ωB97M-V with the def2-TZVPD basis set

Summary:
HOMO-LUMO gap (alpha / beta)	8.70 / 8.70	eV
LUMO level (alpha / beta)	0.433 / 0.433	eV
relative energy (zero: lowest compared OMol25 entry of this formula, charge and spin)	0.000	eV
molecular weight	260.1	g mol⁻¹

```
! RIJCOSX wB97M-V def2-TZVPD def2/J DEFGRID3
* xyz 0 1
C 0.367 -0.331 -2.909
C 1.869 0.140 3.330
C -2.808 1.041 -0.090
C -0.991 0.007 -2.246
C 2.202 -0.329 1.945
C -1.005 -0.508 -0.838
O -0.249 -1.902 0.715
O -1.772 0.070 0.088
O -0.158 -1.371 -0.498
I 2.345 1.194 0.443
H 0.271 -0.147 -4.047
H 0.792 -1.283 -2.760
H 1.031 0.357 -2.530
H 0.824 0.402 3.344
H 2.061 -0.772 4.058
H 2.495 0.942 3.760
H -3.693 0.502 -0.437
H -2.456 1.747 -0.844
H -3.015 1.388 0.977
H -1.747 -0.389 -2.970
H -1.159 1.111 -2.182
H 3.156 -0.704 1.986
H 1.639 -1.166 1.707
*
```

Here are the Mulliken charges for atoms 1 to 8, given in e: C -1.229; C -1.020; C -0.648; C -0.280; C -0.699; C 0.838; O -0.777; O -0.306

=====

Number 1: electronic energy -40870.058 eV. Number 2: electronic energy -21807.019 eV. Number 3: electronic energy -9839.409 eV. Number 4: electronic energy -153499.080 eV. Number 5: electronic energy -12319.248 eV. Number 6: electronic energy -47917.392 eV. Number 7: electronic energy -20670.377 eV.